(1)
# C4H13NO

2 unconnected molecules or ions with the total composition C4H13NO (ωB97M-V/def2-TZVPD, OMol25).

## Properties
* ΔE to the lowest compared entry with this formula, charge and spin: 0.224 eV
* lowest unoccupied orbital energy: 0.02798 hartree
* HOMO energy: -9.41 eV
* SMILES: CC[C@@H](C)N.O
* Kohn-Sham gap: 10.17 eV

The geometry in ORCA input format:
```
! wB97M-V def2-TZVPD RIJCOSX def2/J DEFGRID3
* xyz 0 1
C 0.972 1.649 -1.162
C -0.543 1.506 -1.127
C -1.010 0.336 -0.278
C -2.548 0.351 -0.151
N -0.531 -0.943 -0.837
H 1.442 0.718 -1.471
H 1.333 1.935 -0.173
H 1.279 2.433 -1.849
H -0.970 2.433 -0.733
H -0.980 1.390 -2.123
H -0.623 0.400 0.739
H -2.902 -0.455 0.479
H -2.972 0.209 -1.145
H -2.934 1.334 0.110
H -0.601 -1.622 -0.086
H -1.148 -1.281 -1.569
O 3.118 -2.408 3.086
H 2.982 -2.784 2.213
H 3.449 -1.517 2.929
*
```

---

(2)
# C4H13NO

3 unconnected molecules or ions with the total composition C4H13NO (ωB97M-V/def2-TZVPD, OMol25).

## Properties
* ΔE to the lowest compared entry with this formula, charge and spin: 6.023 eV
* lowest unoccupied orbital energy: -0.04566 hartree
* HOMO energy: -9.10 eV
* Kohn-Sham gap: 7.86 eV

The geometry in ORCA input format:
```
! wB97M-V def2-TZVPD RIJCOSX def2/J DEFGRID3
* xyz 0 1
C 0.264 1.396 -0.260
N 0.693 0.816 1.010
C -0.151 -0.312 1.477
C 0.335 -1.688 1.056
C 0.754 0.822 -1.558
H 0.432 2.468 -0.171
H -0.857 1.093 -0.318
H 1.654 0.504 0.916
H -1.729 1.196 -0.447
H -0.240 -0.228 2.564
H -0.402 -2.436 1.380
H 1.313 -1.915 1.492
H 0.316 -1.739 -0.031
H 1.790 1.082 -1.786
H 0.622 -0.244 -1.573
H 0.101 1.221 -2.351
H -1.109 -0.147 0.991
H -2.201 -1.217 -1.441
O -1.585 -0.672 -0.949
*
```

---

(3)
# C4H13NO

2 unconnected molecules or ions with the total composition C4H13NO (ωB97M-V/def2-TZVPD, OMol25).

## Properties
* ΔE to the lowest compared entry with this formula, charge and spin: 1.517 eV
* lowest unoccupied orbital energy: 0.03250 hartree
* HOMO energy: -9.12 eV
* SMILES: CC(C)CN.O
* Kohn-Sham gap: 10.00 eV

The geometry in ORCA input format:
```
! wB97M-V def2-TZVPD RIJCOSX def2/J DEFGRID3
* xyz 0 1
C -0.048 -1.531 -0.184
C 0.899 -0.368 -0.347
C 1.292 -0.038 -1.773
C 0.326 0.747 0.603
N 0.423 0.409 2.084
H -0.985 -1.321 -0.737
H -0.411 -1.868 0.766
H 0.438 -2.291 -0.766
H 1.942 -0.662 0.237
H 1.984 0.800 -1.975
H 1.632 -0.820 -2.444
H 0.367 0.271 -2.281
H -0.741 1.030 0.589
H 0.862 1.624 0.322
H -0.077 1.000 2.650
H 1.290 0.162 2.470
O -3.411 0.862 0.281
H -2.774 0.445 0.845
H -3.006 1.548 -0.339
*
```

---

(4)
# C4H13NO

2 unconnected molecules or ions with the total composition C4H13NO (ωB97M-V/def2-TZVPD, OMol25).

## Properties
* ΔE to the lowest compared entry with this formula, charge and spin: 1.180 eV
* lowest unoccupied orbital energy: 0.02620 hartree
* HOMO energy: -7.98 eV
* SMILES: CCNCC.O
* Kohn-Sham gap: 8.70 eV

The geometry in ORCA input format:
```
! wB97M-V def2-TZVPD RIJCOSX def2/J DEFGRID3
* xyz 0 1
C 0.099 -0.775 2.863
C -0.405 -1.491 1.594
N -0.212 -0.753 0.397
C -1.160 -0.253 -0.561
C -0.977 -0.905 -1.946
H 0.537 -1.382 3.655
H -0.780 -0.337 3.358
H 0.722 0.110 2.728
H 0.157 -2.439 1.562
H -1.436 -1.782 1.759
H 0.753 -0.591 0.170
H -1.114 0.837 -0.631
H -2.165 -0.418 -0.184
H -1.610 -1.775 -2.021
H -1.098 -0.272 -2.822
H 0.037 -1.325 -1.993
O 2.380 3.515 -1.843
H 2.224 2.613 -2.132
H 2.111 4.073 -2.578
*
```

---

(5)
# C4H13NO2

2 unconnected molecules or ions with the total composition C4H13NO2 (ωB97M-V/def2-TZVPD, OMol25).

## Properties
* ΔE to the lowest compared entry with this formula, charge and spin: 0.370 eV
* lowest unoccupied orbital energy (spin up / spin down): 0.11475 / 0.11292 hartree
* HOMO energy (spin up / spin down): 1.18 / -5.88 eV
* Kohn-Sham gap (spin up / spin down): 1.95 / 8.95 eV

The geometry in ORCA input format:
```
! wB97M-V def2-TZVPD RIJCOSX def2/J DEFGRID3
* xyz -1 2
C 0.090 -0.850 -1.450
C 0.337 0.616 -1.083
C 1.812 0.855 -0.745
O -0.042 1.412 -2.199
C -1.353 -1.129 -1.839
N -2.279 -1.183 -0.701
H 0.317 -1.423 -0.548
H 0.861 -1.158 -2.161
H -0.257 0.819 -0.192
H 2.359 1.140 -1.639
H 1.910 1.663 -0.016
H 2.287 0.000 -0.236
H -0.406 2.265 -1.898
H -1.410 -2.072 -2.386
H -1.697 -0.337 -2.506
H -1.827 -1.485 0.156
H -2.635 -0.255 -0.500
H 1.408 0.386 6.434
H 0.046 0.589 7.121
O 0.478 0.147 6.386
*
```

---

(6)
# C4H13NO2

3 unconnected molecules or ions with the total composition C4H13NO2 (ωB97M-V/def2-TZVPD, OMol25).

## Properties
* ΔE to the lowest compared entry with this formula, charge and spin: 0.238 eV
* lowest unoccupied orbital energy (spin up / spin down): 0.12050 / 0.11911 hartree
* HOMO energy (spin up / spin down): 0.73 / -5.24 eV
* Kohn-Sham gap (spin up / spin down): 2.55 / 8.49 eV

The geometry in ORCA input format:
```
! wB97M-V def2-TZVPD RIJCOSX def2/J DEFGRID3
* xyz -1 2
C 3.522 0.808 0.048
C 2.147 0.167 0.207
C 1.102 0.676 -0.737
C 1.075 1.802 -1.462
N -0.041 -0.118 -0.661
H 4.183 0.288 -0.650
H 3.437 1.816 -0.363
H 4.093 0.950 0.969
H 2.251 -0.921 0.209
H 1.785 0.365 1.222
H 1.905 2.453 -1.693
H 0.102 2.067 -1.842
H -0.098 -0.782 0.105
H -0.949 0.276 -0.862
H -2.606 -1.538 3.200
H -3.784 -2.166 2.522
O -2.820 -2.043 2.388
H -4.315 -0.298 -0.836
H -3.303 -0.969 0.228
O -3.426 -0.618 -0.676
*
```

---

Computed values of E (unit: a.u.) for the preceding records, in sequence: -290.18870 -289.97560 -290.14119 -290.15357 -365.37748 -365.38230.